No. 1
DFT (wB97M-V/def2-TZVPD) results for a 2-piece molecular cluster, C4H6BrN2 overall at a distorted geometry.

total charge: +1
LUMO level: -0.178 Ha
frontier orbital gap: 8.562 eV
HOMO: -13.40 eV

XYZ file:
```
13
Properties=species:S:1:pos:R:3:forces:R:3:lowdin_charge:R:1
C 0.3151 0.9411 -2.8233 -2.07 -0.29 3.31 0.102
C -0.4852 -0.5394 2.9290 2.75 -2.84 -0.84 0.061
C 0.4982 0.0434 -1.8744 0.72 1.12 -1.20 -0.182
C 0.1651 -0.5363 0.4617 -1.42 1.64 1.14 -0.552
N -1.3040 -0.2557 3.6997 -0.18 0.69 -0.46 0.255
N -0.0933 0.1747 -0.6031 2.25 -3.13 -0.11 -0.044
Br 1.4550 -1.8494 0.5341 -0.03 -0.13 -0.35 0.835
H 0.9157 0.9225 -3.6272 1.57 0.08 -2.97 0.045
H -0.4244 1.6695 -2.6258 -0.58 1.13 -0.50 0.072
H 0.3987 -1.2867 2.8133 -1.31 1.47 0.02 0.069
H -2.0996 0.3336 3.7922 -0.74 0.38 0.32 0.127
H 1.2945 -0.5975 -2.1211 0.62 -1.52 0.95 0.089
H -0.6358 0.9803 -0.5551 -1.58 1.42 0.70 0.123
```
Forces are in eV/Å.



No. 2
DFT (wB97M-V/def2-TZVPD) results for C42H40BO3P2PdS as an isolated structure at a distorted geometry.

total charge: +3
LUMO level (spin up / spin down): -0.308 / -0.464 Ha
multiplicity: 5
frontier orbital gap (spin up / spin down): 5.812 / 3.609 eV
HOMO (spin up / spin down): -14.20 / -16.24 eV

XYZ file:
```
90
Properties=species:S:1:pos:R:3:forces:R:3:lowdin_spin:R:1
Pd -0.2452 0.5108 -0.9246 0.12 0.59 -0.46 0.957
O 3.1303 0.7416 -0.8052 -1.54 -0.78 0.53 0.130
S 1.9293 0.3038 -0.0235 2.30 0.71 -0.49 0.131
C 2.1500 1.1405 1.5460 -0.31 0.26 0.53 0.034
C 3.4103 1.0554 2.1483 0.08 -0.24 -0.10 0.005
C 3.5902 1.6158 3.4286 -0.38 -0.05 -0.44 0.019
C 2.5534 2.3727 3.9921 -0.31 -0.34 -0.09 0.003
C 1.3511 2.5913 3.2962 -0.29 0.33 -0.09 0.021
C 1.1188 1.9712 2.0532 0.88 -0.91 -0.27 0.039
P -0.2980 2.1800 0.9354 -0.92 3.30 2.87 0.313
C 0.2251 3.2524 -0.3931 -0.20 -0.37 -0.81 0.089
C -0.6294 3.2380 -1.5407 -0.20 -0.32 -0.12 0.083
C -0.2095 3.8240 -2.7287 -0.24 0.41 -0.20 -0.004
C 1.0222 4.4856 -2.7652 0.06 -0.34 -0.07 0.074
C 1.8712 4.4979 -1.6463 -0.21 0.29 0.89 0.038
C 1.4282 3.9526 -0.4259 1.29 0.06 -0.59 0.019
C -1.3855 3.3541 1.8352 -0.38 0.27 0.29 0.076
C -1.7826 4.6017 1.2768 -0.06 -0.23 -0.40 0.050
C -2.7210 5.4063 1.9230 0.46 0.56 -0.18 0.002
C -3.2202 5.0913 3.1945 0.09 -0.60 -0.49 0.068
C -2.8457 3.8582 3.7560 0.32 0.04 0.23 0.004
C -1.9070 3.0431 3.1088 -0.52 -0.75 0.48 0.037
C 1.9861 -1.4735 0.2523 -0.36 -0.11 0.45 0.023
C 2.5283 -1.9967 1.4198 0.31 -0.81 -0.24 0.012
C 2.6745 -3.3931 1.5553 -0.38 0.56 -0.27 0.012
C 2.2068 -4.2334 0.5374 0.48 0.22 -0.03 0.004
C 1.6506 -3.7036 -0.6356 -0.31 0.99 0.06 0.019
C 1.4666 -2.2989 -0.7722 0.62 -0.61 0.37 0.023
P 0.4825 -1.4538 -2.0473 0.57 -0.69 -1.05 0.207
C -0.0585 -2.7966 -3.1524 0.65 -0.93 -0.97 0.288
C -1.0562 -3.6760 -2.6634 -2.16 -1.67 -0.16 0.192
C -1.6295 -4.6685 -3.4820 0.00 0.27 0.62 0.006
C -1.1199 -4.9175 -4.7671 -1.51 -0.32 0.85 0.262
C -0.0832 -4.0927 -5.2394 1.62 1.33 -0.35 0.216
C 0.4548 -3.0739 -4.4441 0.08 -0.02 0.08 0.017
C 1.4987 -0.5288 -3.1968 0.33 0.28 -0.31 0.026
C 0.9048 0.6086 -3.7893 0.36 0.09 0.30 0.017
C 1.6985 1.5158 -4.4831 0.25 -0.20 -0.23 0.001
C 3.0543 1.2262 -4.6762 0.29 0.32 -0.09 0.009
C 3.6239 0.0531 -4.1698 0.15 -0.41 -0.06 0.009
C 2.8407 -0.8482 -3.4336 0.29 0.42 -0.08 0.005
H 4.2147 0.5404 1.5865 -0.47 0.30 0.69 0.000
H 4.5153 1.4413 3.9863 -0.29 0.20 -0.33 0.001
H 2.6524 2.7743 5.0066 0.07 -0.01 -0.52 0.000
H 0.5949 3.2841 3.7106 0.56 -0.57 -0.26 0.001
H -1.6659 2.8525 -1.4698 0.68 0.01 0.02 0.006
H -0.8728 3.7945 -3.6098 0.43 0.20 0.56 -0.001
H 1.3464 5.0161 -3.6586 -0.11 -0.25 0.06 0.003
H 2.8592 4.9885 -1.7106 -0.77 -0.20 0.12 0.001
H 2.0396 4.0758 0.4865 -0.31 -0.33 -0.66 0.000
H -1.3250 4.9735 0.3405 -0.51 -0.33 0.62 0.003
H -3.0023 6.3422 1.4194 0.13 -0.41 0.44 0.000
H -3.8884 5.7788 3.7231 0.18 -0.37 -0.29 0.003
H -3.2909 3.5415 4.7169 0.53 0.23 -0.59 -0.001
H -1.5803 2.1206 3.6248 -0.39 0.46 -0.49 0.001
H 2.8508 -1.3464 2.2216 0.06 -0.05 -0.09 0.000
H 3.1604 -3.7830 2.4568 -0.36 0.03 -0.42 0.001
H 2.3289 -5.3118 0.6498 -0.07 0.30 -0.15 0.000
H 1.3499 -4.3638 -1.4520 0.00 0.10 0.35 0.004
H -1.4623 -3.5522 -1.6460 0.27 0.09 -0.46 0.005
H -2.4929 -5.2247 -3.1021 0.51 0.05 -0.16 -0.003
H -1.5395 -5.6863 -5.4307 0.17 0.27 0.48 0.009
H 0.3022 -4.2507 -6.2588 -0.10 0.11 0.60 0.007
H 1.3101 -2.5210 -4.8182 -0.29 0.15 -0.05 -0.003
H -0.1724 0.7823 -3.7244 0.18 -0.01 0.18 0.004
H 1.2732 2.4395 -4.8848 0.11 -0.46 0.02 0.000
H 3.6950 1.9259 -5.2447 -0.49 -0.46 0.43 0.000
H 4.6938 -0.1552 -4.3541 -0.79 0.09 0.13 0.000
H 3.2660 -1.7838 -3.0361 -0.10 0.65 -0.08 0.000
C -1.0354 -3.2319 2.2185 -0.18 -0.10 -0.11 0.001
C -2.2196 -2.4905 1.6091 0.08 -0.25 -0.59 0.012
C -3.3484 -3.4498 1.2661 -0.35 -0.11 0.61 0.002
O -1.7346 -1.9554 0.3297 1.19 0.96 -0.27 0.053
B -1.3829 -0.6153 0.5093 -2.71 -1.26 1.19 0.277
O -2.0616 -0.0962 1.6159 1.76 -0.09 -1.24 0.061
C -2.6380 -1.2018 2.4046 -0.30 0.89 -0.04 0.012
C -1.9789 -1.0475 3.7789 -0.85 -0.47 -0.02 0.001
C -4.1557 -0.9246 2.4087 0.45 -0.49 0.00 0.002
H -0.6559 -3.9977 1.5352 -0.21 0.13 -0.04 0.000
H -1.3335 -3.7348 3.1333 0.06 -0.01 0.20 0.001
H -0.2216 -2.5431 2.4274 0.13 0.01 0.08 0.000
H -2.9841 -4.3565 0.7727 0.14 0.18 0.11 0.000
H -4.1086 -3.0007 0.6255 0.13 0.09 0.08 0.000
H -3.8436 -3.7598 2.1997 0.11 -0.05 -0.33 0.001
H -0.8874 -1.0575 3.6968 -0.28 0.00 0.14 0.000
H -2.3318 -1.8677 4.4210 0.32 0.23 0.02 0.001
H -2.3148 -0.1100 4.2360 0.11 -0.17 -0.12 0.000
H -4.5502 -0.9326 1.3806 0.14 0.04 0.40 0.000
H -4.3673 0.0455 2.8628 0.11 -0.10 -0.05 0.000
H -4.6659 -1.7019 2.9863 -0.04 0.18 -0.08 0.001
```
Forces are in eV/Å.